C39H40MgN2O5P2Te | ωB97M-V with the def2-TZVPD basis set

Computed properties:
highest occupied orbital energy = -0.6 eV
gap between HOMO and LUMO = 4.77 eV

ORCA input file:
```
! wB97M-V def2-TZVPD RIJCOSX def2/J DEFGRID3
* xyz -2 1
Mg -1.157 0.028 -0.059
O -2.537 -0.405 -1.316
C -3.762 -0.098 -1.511
C -4.537 -0.755 -2.499
C -5.839 -0.409 -2.759
C -6.460 0.628 -2.065
C -5.754 1.276 -1.078
C -4.435 0.928 -0.773
C -3.767 1.601 0.289
N -2.591 1.300 0.709
N -2.127 2.058 1.722
C -0.896 1.746 2.057
O -0.203 0.835 1.543
C -0.422 2.545 3.218
C 0.577 2.080 4.067
C 0.865 2.760 5.236
C 0.181 3.918 5.563
C -0.779 4.414 4.695
C -1.073 3.737 3.531
H -4.064 -1.562 -3.039
H -6.391 -0.955 -3.517
H -7.480 0.914 -2.295
H -6.225 2.077 -0.516
H -4.293 2.430 0.781
H 1.111 1.177 3.807
H 1.627 2.386 5.908
H 0.387 4.430 6.495
H -1.298 5.333 4.933
H -1.819 4.098 2.842
C 4.565 -0.505 -1.616
C 4.038 -0.854 -0.255
C 4.937 -1.360 0.678
C 4.558 -1.656 1.975
C 3.244 -1.449 2.361
C 2.334 -0.963 1.441
C 2.703 -0.656 0.131
P 1.342 0.124 -0.830
C 1.776 -0.470 -2.516
C 1.842 -1.862 -2.566
C 2.129 -2.534 -3.738
C 2.331 -1.810 -4.900
C 2.235 -0.427 -4.869
C 1.953 0.263 -3.695
C 1.856 1.757 -3.723
C 1.707 1.858 -0.609
C 2.878 2.287 -0.003
C 3.025 3.582 0.452
C 1.925 4.449 0.371
C 0.752 4.052 -0.195
C 0.571 2.742 -0.753
C -0.576 2.355 -1.385
H 5.642 -0.342 -1.575
H 4.086 0.396 -1.987
H 4.371 -1.305 -2.331
H 5.975 -1.494 0.387
H 5.293 -2.020 2.684
H 2.938 -1.647 3.380
H 1.307 -0.788 1.727
H 1.681 -2.408 -1.643
H 2.180 -3.616 -3.742
H 2.546 -2.320 -5.832
H 2.403 0.133 -5.783
H 2.016 2.133 -4.734
H 2.588 2.208 -3.052
H 0.876 2.085 -3.373
H 3.703 1.596 0.127
H 3.955 3.902 0.909
H 2.024 5.452 0.784
H -0.093 4.731 -0.209
H -0.648 1.423 -1.930
H -1.401 3.047 -1.494
C 1.115 -4.207 0.801
C -0.050 -4.836 0.045
O -1.282 -4.295 0.410
P -1.708 -2.824 -0.314
O -0.985 -1.802 0.526
Te -1.454 -3.060 -2.603
O -3.266 -2.870 0.168
C -3.578 -2.500 1.489
C -3.999 -3.706 2.322
H 2.063 -4.450 0.324
H 1.143 -4.544 1.836
H 0.988 -3.127 0.799
H -0.101 -5.918 0.242
H 0.091 -4.689 -1.044
H -4.393 -1.766 1.446
H -2.702 -2.024 1.947
H -4.913 -4.146 1.922
H -4.168 -3.393 3.352
H -3.208 -4.453 2.298
*
```

***

C39H40N7O4P2PmS | ωB97M-V with the def2-TZVPD basis set

Computed properties:
highest occupied orbital energy (spin up / spin down) = -12.9 / -12.9 eV
gap between HOMO and LUMO (spin up / spin down) = 6.83 / 6.84 eV

ORCA input file:
```
! wB97M-V def2-TZVPD RIJCOSX def2/J DEFGRID3
* xyz 2 5
Pm 0.793 1.570 -0.480
O 3.337 2.951 2.603
C 2.370 2.857 1.898
O 2.386 2.298 0.684
C 1.043 3.483 2.299
C 0.996 4.178 3.523
C -0.202 4.587 4.045
C -1.382 4.211 3.379
C -2.656 4.267 3.893
C -3.747 3.997 3.144
C -3.592 3.628 1.782
C -2.337 3.422 1.275
C -1.205 3.626 2.089
N -0.001 3.236 1.584
H 1.955 4.289 4.013
H -0.228 5.159 5.029
H -2.747 4.665 4.902
H -4.736 4.112 3.602
H -4.490 3.515 1.173
H -2.267 3.049 0.269
C -5.217 -0.444 -2.232
S -4.095 0.565 -1.211
C -3.964 -0.437 0.327
C -2.880 -1.529 0.266
C -1.628 -0.852 -0.297
N -0.346 -1.629 -0.198
P 0.437 -0.973 1.246
C 1.757 -2.134 1.713
C 1.699 -3.506 1.481
C 2.790 -4.307 1.854
C 3.905 -3.752 2.439
C 3.989 -2.395 2.658
C 2.908 -1.566 2.302
C -0.681 -0.953 2.647
C -1.087 0.315 3.203
C -1.883 0.413 4.314
C -2.236 -0.731 4.969
C -1.831 -1.968 4.503
C -1.090 -2.104 3.317
P 0.672 -1.139 -1.547
C -0.356 -1.532 -3.017
C -1.059 -2.726 -3.208
C -1.647 -2.969 -4.437
C -1.539 -2.064 -5.465
C -0.949 -0.839 -5.231
C -0.318 -0.599 -4.029
C 2.101 -2.213 -1.475
C 2.094 -3.500 -2.003
C 3.291 -4.213 -2.068
C 4.456 -3.678 -1.550
C 4.453 -2.390 -1.057
C 3.282 -1.644 -1.001
H -5.489 0.320 -3.009
H -6.112 -0.760 -1.739
H -4.683 -1.314 -2.612
H -4.929 -0.822 0.599
H -3.718 0.338 1.122
H -3.249 -2.324 -0.357
H -2.674 -1.987 1.257
H -1.562 0.161 0.160
H -1.789 -0.713 -1.354
H 0.891 -3.949 0.999
H 2.840 -5.349 1.588
H 4.775 -4.419 2.626
H 4.869 -1.958 3.106
H 2.935 -0.442 2.351
H -0.674 1.135 2.630
H -2.198 1.388 4.692
H -2.896 -0.666 5.821
H -2.141 -2.879 4.974
H -0.985 -3.091 2.874
H -1.152 -3.365 -2.313
H -2.206 -3.882 -4.629
H -1.940 -2.388 -6.449
H -1.028 -0.015 -5.943
H 0.189 0.358 -3.919
H 1.184 -3.982 -2.388
H 3.290 -5.154 -2.579
H 5.408 -4.252 -1.625
H 5.343 -1.926 -0.669
H 3.345 -0.661 -0.544
N 3.173 1.259 -2.458
N 3.214 2.246 -3.426
C 2.126 3.030 -3.561
N 2.087 3.929 -4.509
N 1.106 2.727 -2.712
N -0.063 3.433 -2.701
O -0.328 4.242 -3.522
O -0.796 3.097 -1.700
H 3.797 1.485 -1.709
H 3.315 0.350 -2.872
H 4.099 2.361 -3.960
H 2.978 4.235 -4.895
H 1.327 4.599 -4.565
*
```

***

C39H41HfN10O4 | ωB97M-V with the def2-TZVPD basis set

Computed properties:
highest occupied orbital energy = -10.7 eV
gap between HOMO and LUMO = 6.20 eV

ORCA input file:
```
! wB97M-V def2-TZVPD RIJCOSX def2/J DEFGRID3
* xyz 1 1
Hf -0.569 -0.232 -0.303
N 9.720 -1.024 -1.924
C 8.593 -0.928 -1.749
C 7.197 -0.826 -1.519
C 6.477 0.262 -2.011
C 5.114 0.343 -1.795
C 4.454 -0.652 -1.074
C 5.186 -1.726 -0.571
C 6.544 -1.823 -0.795
C 2.994 -0.594 -0.844
C 2.542 -0.459 0.482
C 3.329 -0.508 1.661
C 2.474 -0.282 2.722
C 1.210 -0.068 2.168
N 1.227 -0.173 0.827
C 2.154 -0.695 -1.957
C 2.542 -0.714 -3.327
C 1.393 -0.897 -4.061
C 0.344 -1.016 -3.137
N 0.777 -0.898 -1.873
H 6.994 1.037 -2.556
H 4.565 1.193 -2.172
H 4.679 -2.500 -0.015
H 7.106 -2.660 -0.411
H 4.385 -0.690 1.710
H 2.724 -0.259 3.766
H 0.307 0.195 2.695
H 3.544 -0.606 -3.698
H 1.298 -0.948 -5.128
H -0.693 -1.203 -3.375
C 0.190 3.109 1.205
N -1.083 3.285 0.539
C -1.127 4.441 -0.339
C -2.036 2.335 0.657
N -1.613 1.104 1.036
C -2.405 0.317 1.895
C -3.326 0.889 2.778
C -4.147 0.108 3.568
C -4.083 -1.272 3.474
C -3.112 -1.857 2.683
C -2.212 -1.086 1.947
N -1.170 -1.659 1.196
C -0.574 -2.797 1.506
N -0.503 -3.353 2.739
C -0.559 -2.613 3.976
C -0.502 -4.788 2.934
N 0.098 -3.425 0.499
C -0.453 -3.567 -0.835
C 1.368 -4.087 0.700
N -3.323 2.655 0.446
C -4.341 1.678 0.133
C -3.855 4.002 0.555
H 0.576 4.098 1.457
H 0.922 2.594 0.569
H 0.055 2.542 2.124
H -0.168 4.522 -0.851
H -1.283 5.363 0.224
H -1.897 4.353 -1.102
H -3.398 1.964 2.838
H -4.848 0.578 4.237
H -4.772 -1.897 4.020
H -3.062 -2.932 2.603
H -0.449 -1.550 3.792
H 0.261 -2.948 4.616
H -1.498 -2.788 4.505
H -0.562 -5.314 1.987
H -1.374 -5.062 3.536
H 0.389 -5.111 3.476
H -1.362 -2.971 -0.943
H -0.704 -4.621 -1.011
H 0.284 -3.267 -1.583
H 1.689 -3.993 1.733
H 2.113 -3.608 0.058
H 1.314 -5.144 0.429
H -3.936 0.674 0.066
H -4.795 1.933 -0.826
H -5.116 1.677 0.902
H -3.197 4.630 1.146
H -4.814 3.932 1.071
H -4.020 4.454 -0.423
O -2.546 4.970 -5.140
C -2.439 4.447 -4.074
O -2.772 4.699 -2.891
C -1.721 3.117 -3.720
C -0.380 3.120 -3.288
C 0.030 2.231 -2.327
N -0.780 1.300 -1.795
C -2.010 1.158 -2.358
C -2.501 2.020 -3.306
C -2.807 -0.065 -1.949
O -3.922 -0.255 -2.378
O -2.195 -0.873 -1.131
H 0.308 3.851 -3.680
H 1.052 2.232 -1.957
H -3.501 1.876 -3.685
*
```